# C4H7NO

The molecule C4H7NO at a distorted geometry (wB97M-V/def2-TZVPD, the Open Molecules 2025 dataset).

Output
LUMO energy = 0.725 eV
M = 85.11 Da
Gap between HOMO and LUMO = 0.428 Ha
Highest occupied orbital energy = -10.92 eV
Strongest force on any atom = 0.0248 Eh/bohr

The geometry in ORCA input format:
```
! wB97M-V def2-TZVPD RIJCOSX def2/J DEFGRID3
* xyz 0 1
C 0.71986 1.00494 0.53730
C 0.50806 -0.45746 0.17390
O 0.55217 -1.31125 1.30662
C -0.83870 -0.69188 -0.54432
C -1.04359 0.11022 -1.75814
N -1.27559 0.85476 -2.61458
H 1.67265 1.13003 1.05987
H 0.74185 1.63012 -0.35975
H -0.08538 1.38589 1.18112
H 1.32306 -0.77278 -0.48985
H 0.35787 -0.78492 2.09533
H -1.64713 -0.32472 0.08995
H -0.98514 -1.77295 -0.67745
*
```

# C28H29N7O2

The molecule C28H29N7O2 at a distorted geometry (wB97M-V/def2-TZVPD, the Open Molecules 2025 dataset).

Output
LUMO energy = 0.060 eV
M = 495.59 Da
Gap between HOMO and LUMO = 0.296 Ha
Highest occupied orbital energy = -8.00 eV
Strongest force on any atom = 0.0329 Eh/bohr

The geometry in ORCA input format:
```
! wB97M-V def2-TZVPD RIJCOSX def2/J DEFGRID3
* xyz 0 1
C 4.66464 -0.84338 4.95975
C 3.80768 -0.75946 3.73626
C 2.43826 -0.91756 3.80958
C 1.64994 -0.82897 2.66211
N 0.29389 -0.99521 2.71737
C -0.57501 -0.89442 1.65526
O -1.76120 -1.12735 1.80434
C 0.05261 -0.53334 0.38652
C 1.39566 -0.42722 0.28067
C 2.24758 -0.57275 1.41452
C 3.63822 -0.42237 1.35285
C 4.40006 -0.51366 2.49052
H 5.47145 -0.39164 2.43498
H 4.09893 -0.22226 0.39710
H 1.85682 -0.17927 -0.66633
C -0.89873 -0.30439 -0.76387
N -1.35100 1.07515 -0.81477
C -2.37856 1.29883 -1.81926
C -3.16806 2.52819 -1.46842
C -3.38269 3.55832 -2.37337
C -4.11797 4.66378 -1.97457
C -4.60452 4.69558 -0.67758
N -4.40516 3.72121 0.19518
C -3.70944 2.66989 -0.19237
H -3.56650 1.89105 0.54430
H -5.18121 5.53660 -0.31530
H -4.30427 5.48109 -2.65432
H -2.98060 3.49541 -3.37563
H -1.95649 1.38975 -2.83259
H -3.05341 0.43660 -1.80725
C -0.29986 2.08030 -0.85290
C 0.25980 2.31525 0.51228
C -0.34619 2.38588 1.73167
C 0.68902 2.60257 2.67505
C 1.84259 2.65470 1.95991
O 1.59317 2.47991 0.64832
H 2.86427 2.80093 2.24854
H 0.58294 2.71007 3.73517
H -1.39349 2.29070 1.92661
H 0.51270 1.81636 -1.54417
H -0.75365 3.00927 -1.21212
C -0.28446 -0.80988 -2.02820
N 0.17726 -0.11494 -3.04349
N 0.63146 -0.99579 -3.92765
N 0.47913 -2.18112 -3.51558
N -0.10369 -2.12560 -2.31337
C -0.37956 -3.29225 -1.51490
H -1.11618 -2.99596 -0.76365
C 0.91273 -3.80706 -0.85151
C 1.38649 -4.92161 -1.77875
H 1.84560 -4.49022 -2.66895
C 0.08116 -5.61447 -2.15489
H -0.26750 -6.22439 -1.31988
H 0.18079 -6.25235 -3.03037
C -0.88274 -4.45059 -2.40086
H -0.83020 -4.14320 -3.44530
H -1.91340 -4.71279 -2.16823
H 2.10006 -5.58832 -1.29843
H 0.67392 -4.20919 0.13372
H 1.64861 -3.01294 -0.72563
H -1.79856 -0.90198 -0.54881
H -0.13220 -1.19858 3.61414
H 1.96275 -1.10913 4.76105
H 5.41806 -1.62073 4.84082
H 4.07017 -1.06453 5.84192
H 5.18575 0.09990 5.11809
*
```

# C4H13NO2

A cluster of 3 separate species, C4H13NO2 in total at a distorted geometry (wB97M-V/def2-TZVPD, the Open Molecules 2025 dataset).

Output
LUMO energy = 0.768 eV
M = 107.15 Da
Gap between HOMO and LUMO = 0.349 Ha
Highest occupied orbital energy = -8.73 eV
Strongest force on any atom = 0.0259 Eh/bohr

The geometry in ORCA input format:
```
! wB97M-V def2-TZVPD RIJCOSX def2/J DEFGRID3
* xyz 0 1
C 1.42495 0.69546 1.00394
N 0.50971 -0.35612 0.54265
C 1.14022 -1.57268 0.00128
C 0.67310 -1.05463 -2.46137
C 0.72253 -1.84882 -1.40742
H 1.38380 0.77473 2.08773
H 1.13633 1.64453 0.55263
H 2.42971 0.49825 0.64101
H -0.21986 -0.03853 -0.07403
H 2.20659 -1.49847 0.22220
H 0.83421 -2.43840 0.57977
H 0.27183 -1.29647 -3.43485
H 0.88984 -0.00317 -2.38106
H 0.37593 -2.86495 -1.56737
H -2.54280 -0.03158 1.36161
H -1.38497 0.28833 2.24970
O -2.12638 0.72098 1.80245
H -1.85433 3.09621 0.40150
H -1.41185 1.61725 0.31368
O -1.51806 2.43463 -0.20371
*
```

# C18H35F7N3O7PSSbSeSiTeTi

A structure of composition C18H35F7N3O7PSSbSeSiTeTi at a distorted geometry (wB97M-V/def2-TZVPD, the Open Molecules 2025 dataset).

Output
LUMO energy = 1.831 eV
M = 1005.79 Da
Gap between HOMO and LUMO = 0.276 Ha
Highest occupied orbital energy = -5.68 eV
Strongest force on any atom = 0.0409 Eh/bohr

The geometry in ORCA input format:
```
! wB97M-V def2-TZVPD RIJCOSX def2/J DEFGRID3
* xyz -1 1
Ti -0.78602 -0.13114 -0.13127
C 0.74852 -2.56300 3.20311
Si -0.64342 -1.36300 2.85850
C -2.20618 -1.73423 3.80083
C -0.09973 0.28144 3.47396
N -1.10653 -1.54601 1.11494
C -1.77750 -2.72088 0.75137
C -1.70137 -3.94462 1.42154
C -2.40387 -5.06264 0.98322
C -3.20713 -5.00858 -0.14546
C -3.30583 -3.80405 -0.83506
C -2.60343 -2.72587 -0.36682
F -2.70213 -1.54597 -1.03370
H 1.54102 -2.05477 3.75774
H 1.18919 -2.91796 2.26656
H 0.43049 -3.43236 3.78926
H -2.00849 -1.74157 4.87844
H -2.68103 -2.68024 3.53487
H -2.91508 -0.92710 3.59125
H -0.82980 1.07004 3.31196
H 0.85505 0.59623 3.04968
H 0.03676 0.14982 4.55381
H -1.07533 -4.02748 2.29988
H -2.30741 -5.98886 1.53703
H -3.75741 -5.87759 -0.48053
H -3.91468 -3.69025 -1.72310
C 3.71731 1.37884 -1.31593
N 3.71765 1.15855 0.12929
C 3.16903 2.28288 0.87439
C 4.01328 -0.01371 0.71518
S 3.69491 -0.36547 2.33104
N 4.65714 -0.93980 -0.11336
C 5.97321 -0.53533 -0.59475
C 4.64641 -2.32581 0.31805
H 2.70949 1.64404 -1.63009
H 4.01420 0.48527 -1.84641
H 4.39135 2.20404 -1.56657
H 3.89724 3.09957 0.90678
H 2.92517 1.98100 1.88524
H 2.26573 2.63396 0.37607
H 6.00524 0.52831 -0.80731
H 6.21055 -1.08063 -1.51095
H 6.74257 -0.75734 0.15645
H 3.62350 -2.64851 0.50016
H 5.22092 -2.47802 1.23750
H 5.07082 -2.92374 -0.48945
C -0.75978 -0.25722 -4.62122
C -0.83700 -1.50498 -3.78055
O -0.46337 -1.22801 -2.40648
P 0.92347 -1.76226 -1.74375
O 0.94087 -0.81711 -0.51631
Te 2.71429 -2.04811 -3.18265
O 0.44586 -3.12795 -1.07754
C 0.64834 -4.47184 -1.54998
C 1.44361 -5.23631 -0.51797
H -1.08890 -0.48846 -5.63732
H 0.26742 0.10913 -4.65449
H -1.38716 0.53705 -4.22019
H -0.16772 -2.27104 -4.16654
H -1.84818 -1.90866 -3.74214
H 1.17471 -4.44942 -2.50228
H -0.34181 -4.90538 -1.69548
H 2.47709 -4.88391 -0.50035
H 1.43979 -6.30213 -0.75645
H 1.00873 -5.09229 0.47184
O -1.68396 2.80153 -3.15604
Se -1.10434 2.10432 -1.82793
O -2.03130 0.84339 -1.19114
O 0.38187 1.46099 -1.98136
O -1.09270 3.21656 -0.51397
F -0.02868 1.12525 0.81463
Sb -2.21397 2.85448 1.10376
F -0.71238 3.20885 2.15300
F -2.55190 4.70954 1.11826
F -2.42600 0.83554 1.25454
F -3.78325 2.67178 0.10011
F -3.17511 2.71572 2.71056
*
```